--- a ---
The following is a quantum chemistry calculation of an isolated molecule of C18H15N5O, from the OMol25 dataset.

Cartesian coordinates (Å):
C (-5.101, -1.980, -1.270)
C (-5.390, -1.857, 0.079)
C (-4.956, -0.748, 0.783)
C (-4.236, 0.252, 0.142)
C (-3.782, 1.470, 0.912)
O (-2.654, 2.117, 0.368)
C (-1.450, 1.476, 0.401)
C (-0.367, 2.191, -0.112)
C (0.901, 1.653, -0.129)
C (1.118, 0.371, 0.373)
N (2.370, -0.244, 0.391)
C (3.583, 0.215, -0.025)
N (3.726, 1.427, -0.554)
C (4.930, 1.830, -0.944)
N (6.068, 1.181, -0.886)
C (5.966, -0.041, -0.361)
N (6.961, -0.954, -0.166)
C (6.386, -1.985, 0.368)
N (5.044, -1.835, 0.554)
C (4.736, -0.578, 0.090)
C (0.038, -0.344, 0.881)
C (-1.235, 0.196, 0.898)
C (-3.956, 0.127, -1.211)
C (-4.383, -0.986, -1.912)
H (-5.436, -2.848, -1.818)
H (-5.951, -2.628, 0.585)
H (-5.178, -0.656, 1.837)
H (-3.607, 1.210, 1.966)
H (-4.570, 2.232, 0.879)
H (-0.545, 3.182, -0.497)
H (1.733, 2.209, -0.525)
H (2.366, -1.176, 0.782)
H (4.964, 2.826, -1.364)
H (6.901, -2.884, 0.645)
H (4.418, -2.516, 0.952)
H (0.188, -1.342, 1.271)
H (-2.046, -0.396, 1.291)
H (-3.397, 0.905, -1.711)
H (-4.156, -1.076, -2.964)

Output
- HOMO energy (eV) = -7.7
- SMILES = c1ccc(COc2ccc(Nc3ncnc4nc[nH]c34)cc2)cc1
- spin multiplicity = 1
- LUMO energy (eV) = 0.255

natural (NBO) population analysis, charges in e, atoms 1 to 4: number 1, C, carries -0.2181; number 2, C, carries -0.2026; number 3, C, carries -0.2509; number 4, C, carries 0.0333


--- b ---
The following is a quantum chemistry calculation of an isolated molecule of C18H15N5O, from the OMol25 dataset.

Cartesian coordinates (Å):
O (0.915, -3.270, 0.049)
C (-0.311, -2.980, -0.257)
C (-0.647, -1.705, -0.686)
C (0.346, -0.735, -0.939)
N (1.575, -0.984, -1.419)
N (2.002, 0.328, -1.791)
C (1.123, 1.209, -1.601)
C (1.588, 2.643, -1.709)
C (2.672, 3.049, -0.677)
C (2.114, 3.446, 0.652)
C (1.852, 4.758, 0.927)
C (1.247, 5.269, 2.072)
C (0.845, 4.252, 2.945)
C (1.102, 2.940, 2.796)
C (1.528, 2.512, 1.558)
N (0.037, 0.656, -1.118)
N (-1.906, -1.262, -0.906)
C (-2.924, -2.190, -1.005)
C (-2.672, -3.538, -0.612)
C (-3.729, -4.435, -0.653)
C (-3.372, -5.720, -0.316)
C (-2.125, -6.107, 0.107)
N (-1.216, -5.175, 0.154)
C (-1.388, -3.908, -0.201)
H (1.481, -2.616, -0.475)
H (2.036, 2.767, -2.661)
H (0.770, 3.376, -1.567)
H (3.306, 2.245, -0.583)
H (3.305, 3.984, -0.928)
H (2.069, 5.557, 0.348)
H (1.219, 6.234, 2.419)
H (0.372, 4.485, 3.913)
H (0.845, 2.293, 3.596)
H (1.513, 1.441, 1.300)
H (-0.724, 1.201, -0.647)
H (-3.978, -2.054, -1.242)
H (-4.751, -4.307, -0.967)
H (-4.154, -6.499, -0.344)
H (-1.965, -7.160, 0.466)

Output
- HOMO energy (eV) = -8.2
- SMILES = Oc1c(-c2nnc(CCc3ccccc3)[nH]2)ncc2cccnc12
- spin multiplicity = 1
- LUMO energy (eV) = -0.206

natural (NBO) population analysis, charges in e, atoms 1 to 4: number 1, O, carries -0.6328; number 2, C, carries 0.3587; number 3, C, carries -0.0080; number 4, C, carries 0.3145


Name the most stable of them. a.